DFT (wB97M-V/def2-TZVPD) results for a 2-piece molecular cluster, C13H11F3NO9P overall at a distorted geometry.

Results
- Strongest force on any atom: 6.5 eV/Å
- LUMO: -1.6819 eV
- Molecular weight: 413.2 g/mol
- Frontier orbital gap: 8.033 eV
- Structure (SMILES): N=P(O)(O)C1=C(CCC(F)(F)F)C(=O)OC1=O.O=C1C=C(O)C(=O)C=C1O
- Spin multiplicity: 1

Positions of all 38 atoms, in Å:
1 N -4.136 3.502 2.533
2 P -3.429 2.175 2.011
3 O -4.464 0.824 1.963
4 O -2.813 2.388 0.437
5 C -1.953 1.819 3.133
6 C -1.351 0.538 3.321
7 C -1.681 -0.909 2.734
8 C -1.731 -0.996 1.130
9 C -0.268 -1.115 0.439
10 F 0.805 -1.090 1.370
11 F -0.170 -2.385 -0.245
12 F -0.146 -0.066 -0.552
13 C -0.192 0.854 4.375
14 O 0.758 0.045 4.518
15 O -0.461 2.090 5.066
16 C -1.153 2.881 4.065
17 O -1.142 4.139 3.957
18 H -3.671 3.877 3.373
19 H -4.813 0.600 2.860
20 H -2.801 3.367 0.268
21 H -0.879 -1.640 3.137
22 H -2.690 -1.266 3.152
23 H -2.257 -1.999 0.878
24 H -2.366 -0.183 0.626
25 O 0.661 -1.294 -2.796
26 C 1.762 -1.271 -3.322
27 C 1.943 -1.434 -4.769
28 C 3.164 -1.420 -5.308
29 O 3.345 -1.567 -6.651
30 C 4.381 -1.244 -4.467
31 O 5.483 -1.255 -4.992
32 C 4.201 -1.058 -3.024
33 C 2.979 -1.068 -2.485
34 O 2.798 -0.893 -1.146
35 H 1.051 -1.563 -5.368
36 H 4.313 -1.524 -6.789
37 H 5.092 -0.913 -2.428
38 H 1.832 -0.942 -1.008

=====

DFT (wB97M-V/def2-TZVPD) results for one molecule with the formula C4H8O2 at a distorted geometry.

Results
- Strongest force on any atom: 3.9 eV/Å
- LUMO: 0.8969 eV
- Molecular weight: 88.1 g/mol
- Frontier orbital gap: 9.803 eV
- Structure (SMILES): O[C@H]1CCOC1
- Spin multiplicity: 1

Positions of all 14 atoms, in Å:
1 O 0.112 1.617 0.844
2 C -0.344 0.668 -0.439
3 C 0.972 -0.058 -0.792
4 C 0.855 -0.791 0.545
5 O -0.369 -1.540 0.365
6 C -1.250 -0.551 -0.128
7 H -0.530 1.731 1.577
8 H -0.760 1.442 -1.056
9 H 1.812 0.630 -0.838
10 H 0.962 -0.670 -1.726
11 H 0.685 0.229 1.206
12 H 1.634 -1.474 0.870
13 H -1.763 -0.916 -1.042
14 H -2.017 -0.316 0.614

=====

DFT (wB97M-V/def2-TZVPD) results for one molecule with the formula C4H7NOS2 at a distorted geometry.

Results
- Strongest force on any atom: 1.0 eV/Å
- LUMO: -0.3455 eV
- Molecular weight: 149.2 g/mol
- Frontier orbital gap: 8.811 eV
- Structure (SMILES): CCSC(=O)/C=N\S
- Spin multiplicity: 1

Positions of all 15 atoms, in Å:
1 C -2.979 -0.176 -0.005
2 C -1.495 -0.536 -0.009
3 S -0.493 0.981 -0.006
4 C 1.116 0.243 -0.003
5 O 1.288 -0.964 -0.011
6 C 2.204 1.269 -0.012
7 N 3.472 1.076 -0.006
8 S 4.297 -0.376 -0.003
9 H -3.249 0.424 0.897
10 H -3.578 -1.099 0.002
11 H -3.233 0.386 -0.881
12 H -1.243 -1.122 -0.885
13 H -1.259 -1.133 0.888
14 H 1.890 2.322 0.013
15 H 3.263 -1.295 0.020

=====

| no. | E_HOMO (eV) |
| --- | --- |
| 1 | -9.715 |
| 2 | -8.906 |
| 3 | -9.157 |